ORCA calculation (wB97M-V/def2-TZVPD) on a molecular structure, C30H40N4O2Yb in a non-equilibrium geometry.

The largest force on an atom is 0.103 Eh/bohr. The LUMO energy (spin up / spin down) is -2.759 / -2.996 eV. As for the expectation value of S²: 0.752. As for the net charge: +1. The value obtained for the total energy is -2695.09662 Ha. The spin multiplicity is 2.

Last column: Mulliken spin population.
Cartesian coordinates (Å):
Yb 0.67763 -1.32101 -0.09581  0.928
C 3.01641 -1.97720 1.31812  -0.008
C 3.57798 -1.02829 0.44776  0.004
C 3.47937 -1.58543 -0.85442  -0.014
C 2.89563 -2.91816 -0.78925  0.017
C 2.56696 -3.09099 0.62140  0.002
C 1.74433 -4.18524 1.26574  -0.003
C 2.59598 -3.83177 -1.88643  -0.001
C 3.91524 -1.01889 -2.12284  0.003
C 4.27914 0.25008 0.90670  -0.001
C 2.88158 -1.79744 2.78472  0.002
H 2.13640 -5.16274 0.90244  0.000
H 0.70381 -4.01039 1.02453  0.000
H 1.81770 -4.16109 2.36206  0.000
H 2.16765 -4.79263 -1.51451  0.000
H 3.43551 -4.00508 -2.55903  0.000
H 1.77069 -3.44374 -2.49635  0.001
H 4.37911 -1.75283 -2.74884  0.000
H 4.63008 -0.23253 -2.05284  0.000
H 3.11652 -0.49874 -2.68492  -0.001
H 3.60462 1.03629 1.22564  0.001
H 4.88315 0.63316 0.12995  0.000
H 5.05178 0.01063 1.65081  0.000
H 3.74951 -2.25837 3.21075  0.000
H 2.00750 -2.36214 3.22220  0.000
H 2.81152 -0.72191 2.99025  0.000
N -2.64304 -3.11736 -3.03383  0.000
C -3.00313 -2.01487 -2.23513  0.000
C -3.59570 -0.72151 -3.03417  0.000
C -3.87021 0.55735 -2.18709  0.000
C -4.99388 0.50485 -1.17653  0.000
N -4.45111 -0.06329 0.06829  0.000
C -4.95276 0.14778 1.28482  0.000
N -6.23672 0.48740 1.51423  0.000
N -4.19741 -0.12138 2.35533  0.000
C -1.73125 -1.83272 -1.32036  0.000
O -1.81109 -1.12907 -0.23895  -0.002
O -0.60736 -2.31343 -1.70918  -0.002
H -1.64963 -3.13637 -3.32131  0.000
H -3.21335 -3.30765 -3.83850  0.000
H -3.82609 -2.36683 -1.54200  0.000
H -4.53159 -1.12932 -3.51570  0.000
H -2.92012 -0.53830 -3.85085  0.000
H -4.09485 1.34926 -2.95628  0.000
H -2.95410 0.92054 -1.71156  0.000
H -5.85916 -0.07370 -1.46518  0.000
H -5.32963 1.54512 -1.00822  0.000
H -3.53337 -0.54127 0.01420  0.000
H -6.81582 0.80007 0.76329  0.000
H -6.64498 0.63429 2.47098  0.000
H -3.45551 -0.84902 2.20963  0.000
H -4.66643 -0.24908 3.24637  0.000
C 2.51575 5.33565 -2.17452  0.000
C 1.50829 5.44392 -1.23165  0.000
C 0.97854 4.27648 -0.66569  -0.001
C 1.60872 3.02457 -0.91406  0.006
C 2.59892 2.92136 -1.84560  0.000
C 3.05705 4.09299 -2.47296  0.001
C 1.13963 1.60483 -0.47557  -0.013
C 0.68879 1.15603 0.69145  0.064
C 0.20631 1.40710 1.99197  -0.006
C 0.26778 2.70903 2.52087  0.004
C -0.15114 2.96910 3.82026  0.000
C -0.39685 1.94834 4.75451  0.001
C -0.56118 0.65395 4.25815  0.000
C -0.35247 0.39924 2.90847  0.011
H 3.00773 6.17368 -2.65463  0.000
H 1.15444 6.46089 -0.97768  0.000
H 0.05261 4.32353 -0.11354  0.000
H 2.93346 1.94342 -2.09478  0.000
H 3.95279 4.09430 -3.15372  0.000
H 1.20006 0.90695 -1.36447  0.005
H 0.51726 3.54648 1.87321  0.000
H -0.24818 3.98181 4.11409  0.000
H -0.33249 2.15041 5.80640  0.000
H -0.95606 -0.18744 4.89531  0.000
H -0.69728 -0.55168 2.46402  0.002

***

ORCA calculation (wB97M-V/def2-TZVPD) on a molecular structure, C30H41AuN3O3 in a non-equilibrium geometry.

The largest force on an atom is 0.059 Eh/bohr. The LUMO energy (spin up / spin down) is -3.169 / -3.168 eV. Its energy relative to the best compared isomer or geometry (same formula, charge and spin) is 30.1 kcal per mole. As for the net charge: +1. The value obtained for the total energy is -1693.13355 Ha.

Last column: Mulliken charge in e.
Cartesian coordinates (Å):
C -0.78837 -1.91520 -6.78059  -0.948
C -1.59573 -1.12996 -7.80700  0.820
H -0.95545 -2.94767 -7.05271  0.461
H 0.26693 -1.77516 -7.16334  0.220
C -1.64025 0.23173 -7.66714  0.968
C -1.30456 0.73701 -6.33610  -1.027
H -2.11016 0.48088 -5.61670  0.427
H -1.04364 1.80834 -6.33250  0.338
C -2.02550 -1.81714 -9.07892  -1.689
H -1.90870 -2.88933 -8.98980  0.404
H -1.52725 -1.48737 -9.99661  0.327
H -3.08380 -1.61400 -9.24415  0.363
C -1.99069 1.09633 -8.91253  -1.376
H -3.02771 0.86686 -9.24620  0.316
H -1.30525 0.84365 -9.75439  0.290
H -1.87105 2.15784 -8.66281  0.363
Au -0.38848 -0.27039 -0.27591  0.824
O -0.46706 -0.58187 -2.51731  -0.832
C 0.18394 -0.08170 -3.50100  0.482
O 0.07624 1.92295 -1.44965  -0.623
C 1.05039 1.82179 -2.20188  0.342
O 2.13095 2.58991 -2.15392  -0.338
N 1.16776 0.87426 -3.24630  0.326
C 3.06700 2.19799 -3.15772  -0.369
C 2.36208 1.17321 -4.03252  -0.415
H 3.94954 1.75582 -2.65423  0.252
H 3.36347 3.11189 -3.70338  0.298
H 2.98233 0.27198 -4.17196  0.328
H 2.12623 1.60652 -5.01161  0.301
C -0.11676 -0.37791 -4.91795  -0.515
C -0.61102 -1.76743 -5.29094  -0.424
H 0.65675 0.08395 -5.57326  0.234
H -1.56081 -1.86289 -4.82210  0.291
H -0.05084 -2.61122 -4.78522  0.376
C 4.55876 -2.96701 4.46649  -2.098
C 3.30032 -2.17320 4.84273  1.956
C 2.39295 -3.08612 5.68130  -1.535
C 3.71217 -0.96696 5.69012  -1.589
C 2.53616 -1.70180 3.60014  0.449
C 2.89557 -2.01318 2.27839  -0.444
C 2.10040 -1.54816 1.21162  -0.632
N 0.94733 -0.88193 1.42138  -0.609
C 0.60431 -0.52291 2.67555  -0.693
C 1.39083 -0.93501 3.76864  0.585
C -0.59499 0.28888 2.78427  -0.551
C -1.08189 0.80195 4.00453  0.503
C -2.25321 1.55497 4.03170  0.456
C -2.87157 1.81507 2.80585  -0.548
C -2.30090 1.35723 1.62417  -0.635
N -1.22752 0.54863 1.62248  -0.632
C -2.87168 2.08156 5.34052  1.904
C -3.12083 3.59155 5.21401  -1.580
C -4.23917 1.39189 5.54818  -1.527
C -2.00970 1.82444 6.57558  -2.079
H 5.07862 -3.27920 5.38292  0.424
H 5.25778 -2.35398 3.88149  0.416
H 4.30676 -3.87521 3.90044  0.410
H 2.93333 -3.44232 6.56671  0.438
H 1.49862 -2.55449 6.02029  0.321
H 2.07831 -3.96154 5.09835  0.376
H 4.34971 -0.28941 5.11411  0.376
H 2.84352 -0.41071 6.04582  0.315
H 4.27622 -1.30555 6.56346  0.458
H 3.77527 -2.60765 2.03605  0.484
H 2.39303 -1.71545 0.16569  0.395
H 1.06019 -0.63671 4.75701  0.238
H -0.51642 0.58157 4.90582  0.446
H -3.79889 2.37433 2.75334  0.433
H -2.70267 1.62700 0.65623  0.428
H -3.80240 3.83499 4.38867  0.321
H -3.56346 3.98128 6.13922  0.445
H -2.17433 4.11761 5.04780  0.381
H -4.10251 0.30262 5.64281  0.372
H -4.71103 1.75633 6.47562  0.438
H -4.93082 1.58707 4.71040  0.333
H -1.88513 0.75405 6.74565  0.406
H -1.03539 2.30194 6.47000  0.428
H -2.50613 2.24991 7.45278  0.424